{
  "formula": "C35H58N3OP2Pt",
  "method": "ωB97M-V with the def2-TZVPD basis set",
  "elements": ["C", "C", "C", "C", "C", "H", "H", "H", "N", "P", "P", "C", "H", "H", "C", "H", "C", "C", "C", "C", "C", "H", "H", "H", "C", "H", "H", "H", "C", "H", "H", "H", "C", "H", "H", "H", "C", "H", "H", "H", "C", "H", "H", "H", "C", "H", "H", "H", "C", "H", "H", "H", "C", "H", "H", "H", "C", "H", "H", "H", "C", "H", "H", "H", "C", "H", "H", "H", "Pt", "C", "O", "N", "C", "C", "C", "C", "C", "H", "H", "H", "H", "H", "H", "H", "H", "H", "C", "C", "C", "C", "N", "C", "C", "H", "H", "H", "H", "H", "H", "H"],
  "xyz": [[-2.0970, 1.4366, -2.0347], [-1.7942, -0.9040, -1.7502], [-3.1402, 1.2356, -2.9259], [-2.9324, -1.1162, -2.5626], [-3.6087, -0.0616, -3.1425], [-3.5760, 2.1085, -3.4009], [-3.2321, -2.1531, -2.7375], [-4.4841, -0.2354, -3.7612], [-1.5449, 0.4051, -1.3810], [-0.6132, 2.9806, -0.2508], [0.3277, -2.6704, -0.4749], [-1.5060, 2.8324, -1.8601], [-0.8073, 3.0204, -2.6931], [-2.2871, 3.5978, -1.9799], [-0.9788, -2.0543, -1.4835], [-1.5846, -2.9436, -1.7625], [0.9304, -4.0547, -1.7174], [-0.0328, -3.5359, 1.3041], [1.0051, 3.9045, -0.6007], [-1.9239, 3.8851, 0.7598], [2.4565, -3.9194, -1.7292], [2.9093, -4.1001, -0.7443], [2.8847, -4.6441, -2.4424], [2.7530, -2.9104, -2.0491], [0.4900, -5.4637, -1.3444], [0.8210, -5.7891, -0.3565], [-0.5990, -5.5638, -1.4091], [0.9162, -6.1638, -2.0781], [0.3979, -3.7908, -3.1221], [0.9687, -4.3710, -3.8590], [-0.6555, -4.0509, -3.2411], [0.4968, -2.7314, -3.3575], [1.2554, -4.2183, 1.7982], [2.0863, -3.5018, 1.8668], [1.0696, -4.6086, 2.8132], [1.5864, -5.0636, 1.1826], [-0.4026, -2.4579, 2.3232], [0.3212, -1.6369, 2.3382], [-1.4061, -2.0564, 2.1480], [-0.4100, -2.9131, 3.3282], [-1.2165, -4.4948, 1.2237], [-1.0795, -5.3181, 0.5214], [-1.3651, -4.9394, 2.2192], [-2.1347, -3.9600, 0.9530], [-1.3969, 4.0565, 2.1948], [-2.1311, 4.6542, 2.7582], [-1.2864, 3.0916, 2.7076], [-0.4333, 4.5894, 2.2278], [-3.2253, 3.0634, 0.7823], [-3.6565, 2.9406, -0.2186], [-3.0979, 2.0801, 1.2385], [-3.9571, 3.6159, 1.3900], [-2.2668, 5.2603, 0.1571], [-3.2097, 5.5976, 0.6122], [-1.5115, 6.0215, 0.3768], [-2.4275, 5.2273, -0.9268], [1.4951, 3.5316, -2.0082], [0.8795, 3.9686, -2.8073], [2.5224, 3.9060, -2.1446], [1.5198, 2.4386, -2.1154], [2.0849, 3.4387, 0.3882], [2.2739, 2.3655, 0.2775], [3.0193, 3.9721, 0.1579], [1.8105, 3.6413, 1.4318], [0.8328, 5.4217, -0.4867], [0.0876, 5.8125, -1.1963], [0.5730, 5.7295, 0.5381], [1.8026, 5.8852, -0.7333], [-0.0321, 0.6861, 0.1008], [-1.1089, 0.6036, 1.6087], [-1.7682, 0.5199, 2.5662], [1.0083, -0.0580, -1.4873], [1.1098, -0.8287, -2.4196], [2.1075, -0.6111, -3.6459], [1.9776, -1.6195, -4.7702], [1.8255, 0.7603, -4.2480], [3.5408, -0.6661, -3.1241], [2.2625, -2.6320, -4.4686], [0.9663, -1.6353, -5.1891], [2.6676, -1.3231, -5.5739], [2.2247, 1.5610, -3.6199], [2.3174, 0.8525, -5.2260], [0.7456, 0.9071, -4.3898], [4.2239, -0.2912, -3.8971], [3.6598, -0.0328, -2.2371], [3.8493, -1.6872, -2.8742], [5.3151, 0.2298, 3.6523], [4.0160, 0.1999, 2.9143], [3.9021, -0.4933, 1.7119], [2.7128, -0.4461, 0.9963], [1.6811, 0.3224, 1.4244], [1.7381, 0.9215, 2.6344], [2.9059, 0.8936, 3.3832], [5.7248, -0.7777, 3.7693], [6.0574, 0.8293, 3.1129], [5.1724, 0.6721, 4.6392], [4.7342, -1.0615, 1.2960], [2.5725, -0.9852, 0.0579], [0.8654, 1.4788, 2.9818], [2.9414, 1.4478, 4.3213]],
  "forces_ev_per_angstrom": [[-0.294, -0.157, -0.284], [-0.255, 0.790, 0.049], [-0.006, 0.308, 0.113], [-0.279, -0.254, -0.300], [0.130, -0.085, 0.305], [-0.056, -0.224, -0.081], [0.015, 0.449, -0.076], [0.170, -0.010, 0.033], [-0.135, -0.961, -1.420], [0.273, 0.198, -0.679], [1.609, -0.341, 1.209], [-0.085, -0.174, -0.206], [-0.218, -0.305, 0.388], [0.177, -0.344, 0.140], [-2.411, -1.133, 1.118], [0.464, 0.646, -0.491], [-0.520, 0.047, 0.778], [-0.622, 0.198, -0.920], [-0.282, 0.595, 0.063], [0.466, 0.307, 0.105], [0.151, -0.152, -0.088], [-0.167, 0.013, -0.183], [-0.038, 0.174, 0.191], [-0.156, -0.394, 0.175], [0.221, -0.456, -0.230], [-0.089, 0.026, -0.234], [0.199, 0.009, 0.022], [-0.057, 0.035, 0.123], [0.063, 0.229, -0.124], [-0.053, 0.012, 0.169], [0.095, -0.084, 0.061], [-0.188, -0.444, -0.179], [0.055, 0.003, -0.195], [-0.188, -0.097, -0.033], [0.021, 0.123, -0.303], [-0.102, 0.298, 0.174], [0.065, 0.086, 0.033], [-0.111, -0.124, -0.014], [0.207, -0.016, -0.064], [-0.017, 0.083, -0.286], [-0.087, -0.372, 0.257], [-0.013, 0.192, 0.208], [-0.116, 0.038, -0.136], [0.155, -0.067, 0.044], [-0.115, 0.159, 0.099], [0.259, -0.178, -0.058], [-0.008, 0.243, -0.131], [-0.302, -0.154, -0.027], [0.081, -0.102, -0.054], [0.075, 0.008, 0.191], [-0.066, 0.114, -0.127], [0.194, -0.145, -0.137], [-0.100, 0.257, 0.201], [0.218, -0.038, -0.121], [-0.217, -0.234, -0.078], [0.030, 0.060, 0.247], [-0.059, -0.032, 0.041], [0.226, -0.111, 0.226], [-0.287, -0.084, 0.114], [-0.072, 0.326, 0.012], [-0.051, -0.005, -0.001], [-0.003, 0.275, 0.040], [-0.248, -0.054, 0.136], [0.074, -0.043, -0.176], [0.370, 0.259, -0.139], [0.232, -0.116, 0.279], [0.068, -0.075, -0.402], [-0.300, -0.020, 0.081], [-0.464, 0.513, -0.237], [-2.551, -1.631, 3.848], [1.418, 0.703, -2.151], [0.959, -2.665, -3.693], [1.687, 4.783, 2.027], [-0.344, -0.774, -0.377], [0.123, -0.446, -0.459], [-0.280, 0.548, 0.069], [0.263, 0.101, 0.502], [-0.110, 0.247, -0.068], [0.132, -0.064, 0.033], [-0.196, -0.033, 0.218], [-0.173, -0.195, -0.092], [-0.134, -0.164, 0.235], [0.261, 0.071, -0.009], [-0.224, -0.098, 0.054], [0.013, -0.093, -0.135], [-0.009, 0.318, -0.084], [0.140, 0.002, 0.246], [0.182, 0.067, -0.168], [-0.363, -0.207, -0.394], [-0.016, 0.932, 0.671], [1.151, -0.589, 1.005], [0.929, -0.335, -0.753], [-0.434, 0.124, 0.135], [-0.040, 0.137, -0.002], [-0.135, -0.094, 0.049], [0.142, -0.068, -0.037], [-0.140, 0.091, 0.241], [-0.042, 0.240, 0.305], [0.211, -0.167, -0.255], [0.049, -0.230, -0.176]],
  "lowdin_spin": [0.0158, 0.0258, 0.0672, 0.0603, 0.0044, 0.0042, 0.0026, -0.0012, 0.1813, 0.0783, 0.0860, 0.0090, -0.0004, 0.0008, 0.2758, 0.0101, 0.0039, 0.0472, 0.0139, 0.0103, 0.0057, 0.0002, 0.0010, 0.0010, 0.0005, 0.0001, 0.0000, -0.0001, 0.0017, 0.0014, 0.0002, 0.0001, 0.0026, 0.0007, 0.0010, 0.0001, 0.0043, 0.0014, 0.0019, 0.0017, 0.0063, 0.0001, 0.0020, 0.0008, 0.0020, 0.0000, 0.0011, 0.0001, 0.0013, 0.0003, 0.0013, -0.0001, 0.0054, 0.0011, 0.0000, 0.0003, -0.0006, -0.0001, 0.0000, -0.0008, 0.0016, -0.0004, 0.0000, 0.0001, 0.0046, 0.0002, 0.0001, 0.0012, 0.8277, 0.0783, 0.0146, 0.0345, -0.0321, -0.0155, 0.0007, -0.0021, -0.0009, 0.0000, -0.0001, -0.0002, -0.0003, -0.0006, -0.0002, -0.0005, -0.0002, -0.0001, -0.0004, -0.0022, 0.0056, 0.0090, 0.1182, 0.0081, 0.0030, -0.0001, -0.0002, 0.0000, 0.0010, 0.0034, 0.0021, 0.0009],
  "charge": 1,
  "spin_multiplicity": 3,
  "homo_energy_ev": [-8.697, -9.102],
  "s2": 2.083
}